Record 1
C5H11OS | the ωB97M-V functional and the def2-TZVPD basis

```
! wB97M-V def2-TZVPD RIJCOSX def2/J DEFGRID3
* xyz -1 1
C -2.04 -0.41 1.70
C -2.63 0.69 0.87
C -2.01 1.20 -0.18
O -2.54 2.24 -0.91
H -2.72 -1.27 1.76
H -1.09 -0.74 1.29
H -1.88 -0.08 2.73
H -3.57 1.16 1.17
H -1.02 0.86 -0.52
H -1.98 2.37 -1.68
C 3.67 -1.62 -0.09
C 2.76 -0.67 -0.87
S 1.09 -0.55 -0.21
H 3.26 -2.63 -0.14
H 3.70 -1.32 0.95
H 4.70 -1.64 -0.49
H 2.76 -0.99 -1.92
H 3.26 0.32 -0.88
*
```

Energy, eV: -18246.2680
Orbital gap, eV: 6.23
ΔE to the lowest compared entry with this formula, charge and spin, eV: 0.720
LUMO, eV: 3.7

Löwdin population analysis, charges in e, atoms 1 to 4:
1 C -0.135
2 C -0.174
3 C -0.234
4 O -0.039

Record 2
C2H3BrI2 | the ωB97M-V functional and the def2-TZVPD basis

```
! wB97M-V def2-TZVPD RIJCOSX def2/J DEFGRID3
* xyz 0 1
C -1.21 -0.08 -0.47
C 1.05 -0.22 0.54
Br 1.78 -1.81 -0.13
I -1.81 1.85 -0.06
I 1.99 1.58 -0.04
H -0.89 -0.43 -1.51
H -1.65 -0.83 0.03
H 0.74 -0.06 1.64
*
```

Energy, eV: -88362.6791
Orbital gap (alpha / beta), eV: 7.88 / 7.76
ΔE to the lowest compared entry with this formula, charge and spin, eV: 3.105
LUMO (alpha / beta), eV: -0.4 / -0.6

Löwdin population analysis, charges in e, atoms 1 to 4:
1 C -0.643
2 C -1.275
3 Br 0.562
4 I 0.734

Record 3
C4H6N2 | the ωB97M-V functional and the def2-TZVPD basis

```
! wB97M-V def2-TZVPD RIJCOSX def2/J DEFGRID3
* xyz 0 1
C 0.93 0.04 1.34
N 0.55 -0.31 0.00
C 0.15 0.67 -0.99
C -0.81 -0.27 -0.32
C -1.42 -1.62 -0.82
N -1.57 -1.31 -1.94
H 0.71 -0.81 1.98
H 0.38 0.92 1.72
H 2.00 0.24 1.37
H 0.54 0.54 -2.00
H 0.10 1.71 -0.66
H -1.55 0.20 0.31
*
```

Energy, eV: -7221.4752
Orbital gap, eV: 10.07
ΔE to the lowest compared entry with this formula, charge and spin, eV: 4.116
LUMO, eV: 0.2

Löwdin population analysis, charges in e, atoms 1 to 4:
1 C -0.084
2 N -0.142
3 C -0.087
4 C -0.366

Record 4
C13H8F3N2OS2Zn | the ωB97M-V functional and the def2-TZVPD basis

```
! wB97M-V def2-TZVPD RIJCOSX def2/J DEFGRID3
* xyz -1 1
Zn -0.02 0.04 -0.15
F -3.14 1.16 5.05
C -2.10 0.73 4.29
F -1.01 1.38 4.75
F -1.94 -0.57 4.58
C -2.36 0.97 2.83
C -3.54 1.57 2.44
C -3.78 1.81 1.10
C -2.83 1.43 0.19
N -1.69 0.84 0.54
C -1.41 0.60 1.86
S 0.13 -0.14 2.17
H -4.27 1.86 3.19
H -4.70 2.28 0.78
H -2.97 1.59 -0.87
O -0.80 -1.61 -0.39
S 4.11 -1.55 -1.48
C 2.66 -0.59 -1.46
N 1.83 -0.85 -0.52
C 2.28 -1.89 0.30
C 1.60 -2.44 1.41
C 2.23 -3.47 2.09
C 3.49 -3.95 1.70
C 4.15 -3.42 0.62
C 3.53 -2.38 -0.08
H 2.49 0.17 -2.20
H 0.60 -2.07 1.71
H 1.73 -3.91 2.94
H 3.95 -4.75 2.26
H 5.12 -3.80 0.31
*
```

Energy, eV: -96878.5197
Orbital gap, eV: 4.55
ΔE to the lowest compared entry with this formula, charge and spin, eV: 4.655
LUMO, eV: 2.5

Löwdin population analysis, charges in e, atoms 1 to 4:
1 Zn 0.413
2 F 0.097
3 C -0.598
4 F 0.113

Record 5
C14H14BNO3 | the ωB97M-V functional and the def2-TZVPD basis

```
! wB97M-V def2-TZVPD RIJCOSX def2/J DEFGRID3
* xyz 0 1
N -2.83 2.95 -2.82
C -1.74 3.71 -2.17
C -0.72 2.96 -1.26
C -0.90 2.97 0.10
C -0.02 2.34 0.94
C 1.04 1.69 0.41
O 1.88 0.86 1.25
C 1.54 -0.52 1.35
C 2.46 -1.35 1.93
C 2.25 -2.69 1.94
C 1.08 -3.23 1.33
C 0.13 -2.39 0.90
C 0.32 -1.04 0.91
B -0.94 -3.47 0.43
O -2.17 -3.06 -0.02
O -0.58 -4.81 0.56
C 0.72 -4.67 1.14
C 1.20 1.69 -0.98
C 0.30 2.31 -1.83
H -2.36 2.17 -3.39
H -3.53 2.62 -2.16
H -2.32 4.42 -1.55
H -1.19 4.26 -2.91
H -1.73 3.50 0.46
H -0.09 2.46 2.02
H 3.40 -1.00 2.36
H 2.83 -3.38 2.50
H -0.41 -0.36 0.48
H -2.26 -2.10 -0.15
H 0.71 -5.12 2.12
H 1.47 -5.19 0.51
H 1.99 1.18 -1.47
H 0.45 2.27 -2.92
*
```

Energy, eV: -23055.3814
Orbital gap, eV: 9.17
ΔE to the lowest compared entry with this formula, charge and spin, eV: 0.454
LUMO, eV: 0.4

Löwdin population analysis, charges in e, atoms 1 to 4:
1 N -0.020
2 C -0.238
3 C -0.235
4 C -0.034

Record 6
C28H34O15 | the ωB97M-V functional and the def2-TZVPD basis

```
! wB97M-V def2-TZVPD RIJCOSX def2/J DEFGRID3
* xyz 0 1
C -1.75 -2.91 5.92
O -1.68 -2.68 4.53
C -0.44 -2.71 3.94
C 0.76 -3.00 4.57
C 1.94 -3.00 3.85
C 1.95 -2.70 2.49
C 3.28 -2.71 1.76
C 4.19 -1.58 2.26
C 3.65 -0.24 1.83
O 3.80 0.77 2.52
C 3.02 -0.24 0.53
C 2.63 0.98 -0.08
O 2.77 2.14 0.55
C 2.09 0.98 -1.36
C 1.95 -0.21 -2.05
O 1.39 -0.34 -3.29
C 0.69 0.76 -3.83
O -0.36 1.19 -3.02
C -1.41 0.27 -2.77
C -1.16 -0.59 -1.52
O -0.83 0.16 -0.37
C -1.90 0.67 0.35
O -2.57 1.73 -0.29
C -1.75 2.88 -0.54
C -2.59 3.90 -1.30
C -1.23 3.46 0.78
O -0.37 4.53 0.51
C -0.49 2.36 1.56
O -0.06 2.84 2.81
C -1.39 1.13 1.72
O -2.48 1.42 2.57
C -1.71 -0.62 -3.99
O -3.03 -1.07 -4.02
C -1.31 0.16 -5.25
O -1.75 -0.44 -6.44
C 0.22 0.32 -5.24
O 0.64 1.28 -6.17
C 2.35 -1.42 -1.47
C 2.85 -1.44 -0.18
O 3.14 -2.65 0.35
C 0.75 -2.41 1.86
C -0.44 -2.42 2.57
O -1.61 -2.17 1.92
H -1.17 -2.17 6.48
H -2.81 -2.81 6.18
H -1.41 -3.92 6.18
H 0.79 -3.23 5.62
H 2.86 -3.25 4.35
H 3.77 -3.68 1.94
H 5.19 -1.69 1.82
H 4.30 -1.61 3.34
H 3.15 1.97 1.45
H 1.76 1.92 -1.77
H 1.34 1.63 -3.95
H -2.28 0.91 -2.57
H -2.07 -1.19 -1.33
H -0.32 -1.26 -1.68
H -2.68 -0.10 0.48
H -0.89 2.58 -1.15
H -2.01 4.81 -1.40
H -3.51 4.10 -0.75
H -2.84 3.52 -2.29
H -2.08 3.82 1.38
H 0.29 4.55 1.21
H 0.41 2.08 1.00
H -0.81 2.76 3.42
H -0.83 0.32 2.20
H -3.15 1.87 2.03
H -1.10 -1.54 -3.93
H -3.62 -0.31 -4.17
H -1.76 1.16 -5.23
H -1.71 -1.40 -6.34
H 0.68 -0.66 -5.46
H 0.17 1.12 -7.00
H 2.22 -2.34 -2.01
H 0.71 -2.17 0.81
H -2.31 -2.18 2.59
*
```

Energy, eV: -60299.9312
Orbital gap, eV: 8.82
ΔE to the lowest compared entry with this formula, charge and spin, eV: 0.727
LUMO, eV: 0.4

Löwdin population analysis, charges in e, atoms 1 to 4:
1 C -0.078
2 O -0.091
3 C -0.203
4 C -0.006